1.
Entry from OMol25: a structure of composition C32H44CrN7O12P3 in a non-equilibrium geometry (wB97M-V/def2-TZVPD).

Total charge = +1
E_tot = -125189.36573 eV
E_HOMO (alpha / beta) = -0.4047 / -0.4052 Eh
Spin multiplicity = 4
Energy relative to the best compared isomer or geometry (same formula, charge and spin) = 82.2 kJ/mol

```
99
C32H44CrN7O12P3 (wB97M-V/def2-TZVPD)
Cr 0.052 0.678 0.825
C -5.088 0.767 -1.250
C -4.127 1.080 -0.130
O -4.762 1.533 1.053
P -2.925 2.373 -0.642
O -3.800 3.494 -1.389
O -2.441 3.133 0.658
O -1.844 1.840 -1.469
P -2.951 -0.302 0.281
O -3.709 -1.177 1.400
O -2.556 -1.165 -0.839
O -1.858 0.481 1.013
H -5.698 1.645 -1.474
H -5.734 -0.074 -0.991
H -4.510 0.491 -2.130
H -5.582 1.033 1.167
H -3.600 3.535 -2.323
H -3.171 3.484 1.174
H -3.790 -0.727 2.243
C -1.679 0.625 6.152
C -2.176 1.099 4.948
C -1.454 0.953 3.778
C -0.207 0.316 3.798
C 0.300 -0.136 5.030
C -0.432 0.016 6.187
N 0.544 0.175 2.642
N 1.768 -0.157 2.838
C 2.604 0.031 1.808
C 3.986 -0.210 1.936
C 4.811 0.087 0.873
C 4.239 0.575 -0.303
C 2.872 0.786 -0.353
N 2.068 0.556 0.679
H -2.249 0.740 7.059
H -3.132 1.600 4.927
H -1.825 1.367 2.856
H 1.274 -0.597 5.053
H -0.032 -0.340 7.122
H 4.366 -0.606 2.864
H 5.878 -0.063 0.948
H 4.850 0.796 -1.163
H 2.389 1.173 -1.240
O 0.507 2.330 -0.577
C 0.494 3.063 0.432
O 0.200 2.542 1.548
C 0.990 4.457 0.390
C 1.077 5.152 -0.815
C 1.710 6.379 -0.851
C 2.261 6.892 0.317
C 2.157 6.219 1.529
C 1.506 5.004 1.566
N 2.984 8.148 0.270
O 3.630 8.446 1.249
O 2.904 8.800 -0.744
H 0.658 4.713 -1.707
H 1.812 6.937 -1.770
H 2.605 6.649 2.412
H 1.411 4.449 2.487
O 0.087 -1.167 0.101
P 0.285 -2.165 -1.007
N -0.328 -1.775 -2.507
C -0.157 -0.403 -2.968
C -0.895 -0.391 -4.300
C -2.101 -1.271 -3.987
C -1.507 -2.378 -3.118
N -0.201 -3.633 -0.443
C -0.082 -4.847 -1.248
C -1.368 -5.617 -0.970
C -1.635 -5.257 0.490
C -1.269 -3.776 0.557
N 1.925 -2.225 -1.336
C 2.484 -2.551 -2.644
C 3.382 -3.757 -2.392
C 3.964 -3.435 -1.020
C 2.804 -2.755 -0.288
H 0.908 -0.170 -3.040
H -0.625 0.303 -2.271
H -0.279 -0.843 -5.079
H -1.176 0.613 -4.603
H -2.599 -1.660 -4.872
H -2.811 -0.700 -3.392
H -1.191 -3.232 -3.729
H -2.214 -2.715 -2.363
H 0.784 -5.420 -0.897
H 0.063 -4.602 -2.299
H -1.258 -6.688 -1.126
H -2.177 -5.248 -1.600
H -0.967 -5.834 1.131
H -2.664 -5.433 0.792
H -0.888 -3.482 1.538
H -2.119 -3.134 0.315
H 3.083 -1.702 -2.995
H 1.696 -2.756 -3.365
H 4.152 -3.871 -3.151
H 2.782 -4.665 -2.347
H 4.790 -2.732 -1.124
H 4.329 -4.315 -0.497
H 3.169 -1.950 0.348
H 2.248 -3.451 0.347
```

2.
Entry from OMol25: a structure of composition C32H44N7O5SeV in a non-equilibrium geometry (wB97M-V/def2-TZVPD).

Total charge = -1
E_tot = -145603.13441 eV
E_HOMO (alpha / beta) = -0.1005 / -0.0797 Eh
Spin multiplicity = 2
Energy relative to the best compared isomer or geometry (same formula, charge and spin) = 75.4 kJ/mol

```
90
C32H44N7O5SeV (wB97M-V/def2-TZVPD)
V 0.845 0.695 0.879
O 0.695 3.149 0.861
C 1.407 4.158 1.564
C 1.852 3.683 2.943
N 2.522 2.420 2.886
C 3.816 2.362 2.277
C 3.935 1.199 1.279
O 5.051 0.884 0.870
O 2.833 0.667 0.937
C 2.298 1.516 3.983
C 0.866 0.967 3.987
O 0.254 0.875 5.046
O 0.418 0.637 2.842
H 1.100 3.008 -0.011
H 0.735 5.018 1.698
H 2.258 4.498 0.967
H 0.969 3.572 3.578
H 2.472 4.487 3.390
H 4.643 2.289 3.000
H 3.995 3.271 1.693
H 2.508 1.957 4.972
H 2.969 0.661 3.849
C -4.380 1.091 -1.214
N -3.079 0.473 -1.051
C -3.070 -0.965 -1.149
C -2.058 1.147 -0.417
N -1.295 0.583 0.485
C -1.965 -0.233 1.439
C -3.128 0.257 1.985
C -3.857 -0.451 2.956
C -3.388 -1.645 3.405
C -2.156 -2.159 2.925
C -1.654 -3.355 3.501
C -0.433 -3.829 3.142
C 0.315 -3.149 2.164
C -0.157 -2.021 1.537
N 0.656 -1.409 0.554
C 1.146 -2.180 -0.389
N 2.315 -1.843 -0.999
C 2.511 -1.999 -2.421
C 3.541 -1.647 -0.244
N 0.519 -3.300 -0.918
C -0.897 -3.570 -0.809
C 1.305 -4.497 -1.152
C -1.418 -1.464 1.932
N -1.821 2.436 -0.837
C -1.965 2.799 -2.230
C -2.080 3.514 0.099
H -5.089 0.643 -0.506
H -4.762 0.951 -2.229
H -4.324 2.154 -1.008
H -3.584 -1.252 -2.070
H -3.555 -1.455 -0.296
H -2.033 -1.298 -1.214
H -3.468 1.240 1.680
H -4.766 -0.025 3.360
H -3.917 -2.201 4.169
H -2.244 -3.848 4.262
H -0.024 -4.714 3.612
H 1.306 -3.503 1.901
H 3.133 -2.871 -2.663
H 3.011 -1.101 -2.790
H 1.555 -2.085 -2.933
H 3.317 -1.574 0.816
H 4.044 -0.724 -0.530
H 4.201 -2.507 -0.432
H -1.445 -2.642 -0.663
H -1.131 -4.232 0.030
H -1.235 -4.040 -1.738
H 2.364 -4.277 -1.082
H 1.097 -4.917 -2.140
H 1.058 -5.254 -0.396
H -2.973 3.157 -2.478
H -1.707 1.956 -2.866
H -1.249 3.594 -2.441
H -1.988 3.152 1.119
H -3.091 3.918 -0.070
H -1.359 4.318 -0.036
Se 1.565 1.541 -1.806
C 0.966 0.905 -3.485
C 1.633 1.243 -4.669
C 1.226 0.739 -5.892
C 0.139 -0.122 -5.986
C -0.534 -0.471 -4.822
C -0.128 0.037 -3.597
H 2.487 1.905 -4.609
H 1.768 1.020 -6.788
H -0.174 -0.517 -6.944
H -1.383 -1.145 -4.866
H -0.652 -0.253 -2.692
```

3.
Entry from OMol25: a structure of composition C32H45BeBrN2P2 in a non-equilibrium geometry (wB97M-V/def2-TZVPD).

Total charge = +2
E_tot = -125903.57430 eV
E_HOMO = -0.5079 Eh
Spin multiplicity = 1

```
83
C32H45BeBrN2P2 (wB97M-V/def2-TZVPD)
N -5.001 -0.684 2.933
C -3.999 0.033 3.476
C -2.993 0.661 2.737
C -2.969 0.546 1.325
C -4.046 -0.177 0.759
C -5.008 -0.759 1.589
C -1.932 1.214 0.529
Be -0.106 0.011 0.061
P 1.762 0.687 -1.290
C -1.828 1.099 -0.883
C -1.395 2.192 -1.766
C -1.700 2.143 -3.147
C -1.277 3.141 -4.033
C -0.537 4.223 -3.540
C -0.258 4.333 -2.166
C -0.692 3.330 -1.297
Br 0.109 5.562 -4.740
H -1.534 2.121 1.000
H -2.478 0.368 -1.378
H -2.221 1.243 3.253
H -4.147 -0.265 -0.326
H -4.003 0.115 4.572
H -5.842 -1.319 1.143
H -2.272 1.294 -3.536
H -0.465 3.419 -0.231
H -1.510 3.073 -5.100
H 0.298 5.194 -1.787
P -0.606 -2.324 -0.455
C 2.560 2.245 -0.599
C 3.362 3.174 -1.518
H 3.173 1.908 0.258
H 1.717 2.802 -0.159
H 3.701 4.063 -0.955
H 4.256 2.684 -1.937
H 2.742 3.534 -2.357
C 1.465 1.090 -3.094
C 2.606 0.984 -4.113
H 1.039 2.106 -3.103
H 0.640 0.423 -3.396
H 2.222 1.222 -5.121
H 3.427 1.687 -3.897
H 3.029 -0.035 -4.154
C 3.168 -0.556 -1.352
C 4.616 -0.084 -1.535
H 2.882 -1.271 -2.146
H 3.085 -1.121 -0.411
H 5.303 -0.950 -1.504
H 4.773 0.433 -2.494
H 4.919 0.603 -0.726
C 0.381 -3.749 0.272
C 1.896 -3.638 0.108
H 0.003 -4.690 -0.175
H 0.128 -3.785 1.347
H 2.410 -4.486 0.595
H 2.197 -3.629 -0.954
H 2.265 -2.705 0.566
C -0.408 -2.728 -2.274
C -1.263 -1.839 -3.181
H -0.632 -3.801 -2.440
H 0.662 -2.576 -2.507
H -1.060 -2.043 -4.247
H -2.342 -2.000 -3.008
H -1.045 -0.775 -2.982
C -2.316 -3.031 -0.153
C -2.651 -3.183 1.335
H -2.403 -4.002 -0.680
H -3.030 -2.336 -0.628
H -3.714 -3.445 1.475
H -2.047 -3.977 1.808
H -2.468 -2.240 1.878
N 0.459 0.269 1.711
C 0.522 0.161 2.872
C 0.559 0.043 4.338
C -0.632 -0.124 5.085
C -0.610 -0.220 6.477
C 0.604 -0.187 7.154
C 1.794 -0.062 6.434
C 1.773 0.056 5.033
H -1.585 -0.194 4.622
H -1.537 -0.327 7.027
H 0.615 -0.269 8.234
H 2.734 -0.056 6.968
H 2.707 0.151 4.497
```

4.
Entry from OMol25: the molecule C32H45NO7 in a non-equilibrium geometry (wB97M-V/def2-TZVPD).

E_tot = -49735.12220 eV
E_HOMO = -0.2674 Eh
Structure (SMILES) = CCCCCc1cc(=O)oc2c([C@@H](CCN(CC)CC)c3cc(OC)c(OC)c(OC)c3)c(OC)cc(OC)c12
Spin multiplicity = 1
Energy relative to the best compared isomer or geometry (same formula, charge and spin) = 22.1 kJ/mol

```
85
C32H45NO7 (wB97M-V/def2-TZVPD)
C -7.022 -1.448 1.665
C -6.825 -1.693 0.174
C -5.810 -0.723 -0.428
C -5.617 -0.957 -1.923
C -4.617 0.021 -2.561
C -3.236 -0.206 -2.019
C -2.519 -1.214 -2.579
C -1.226 -1.615 -2.103
O -0.525 -2.485 -2.571
O -0.767 -0.960 -1.000
C -1.404 0.087 -0.438
C -0.734 0.680 0.634
C 0.620 0.199 1.119
C 0.599 -1.264 1.580
C 1.845 -1.609 2.412
N 3.051 -1.606 1.617
C 4.118 -0.735 2.035
C 4.737 -0.998 3.417
C 3.392 -2.846 0.971
C 4.026 -3.939 1.847
C 1.663 0.531 0.073
C 2.236 1.787 0.108
C 3.202 2.185 -0.818
O 3.651 3.460 -0.618
C 4.667 4.014 -1.420
C 3.595 1.298 -1.821
O 4.531 1.667 -2.777
C 5.716 0.898 -2.798
C 2.983 0.029 -1.875
O 3.377 -0.776 -2.905
C 2.794 -2.056 -3.027
C 2.042 -0.346 -0.932
C -1.331 1.787 1.239
O -0.663 2.353 2.275
C -1.182 3.508 2.889
C -2.554 2.266 0.772
C -3.215 1.669 -0.284
O -4.397 2.152 -0.751
C -4.977 3.284 -0.149
C -2.657 0.531 -0.920
H -6.081 -1.568 2.198
H -7.742 -2.151 2.077
H -7.389 -0.439 1.841
H -7.782 -1.582 -0.342
H -6.482 -2.718 0.017
H -6.151 0.301 -0.266
H -4.854 -0.842 0.087
H -5.268 -1.979 -2.086
H -6.578 -0.847 -2.430
H -4.949 1.040 -2.395
H -4.598 -0.168 -3.636
H -2.906 -1.776 -3.414
H 0.850 0.805 2.000
H -0.284 -1.412 2.207
H 0.523 -1.940 0.733
H 1.940 -0.869 3.209
H 1.682 -2.587 2.888
H 4.902 -0.795 1.275
H 3.729 0.290 2.019
H 5.476 -0.229 3.633
H 3.975 -0.967 4.193
H 5.226 -1.966 3.459
H 2.471 -3.246 0.536
H 4.077 -2.615 0.148
H 5.046 -3.681 2.119
H 3.448 -4.086 2.756
H 4.049 -4.878 1.299
H 1.960 2.501 0.867
H 4.780 5.040 -1.066
H 5.616 3.486 -1.293
H 4.395 4.016 -2.477
H 5.524 -0.134 -3.095
H 6.208 0.906 -1.818
H 6.365 1.375 -3.533
H 1.706 -2.011 -3.115
H 3.060 -2.695 -2.180
H 3.212 -2.476 -3.941
H 1.599 -1.322 -0.990
H -1.274 4.336 2.179
H -0.460 3.777 3.658
H -2.152 3.317 3.360
H -2.990 3.128 1.245
H -4.333 4.164 -0.236
H -5.899 3.462 -0.700
H -5.217 3.104 0.904
```

5.
Entry from OMol25: a cluster of 11 separate species, C32H45O31 in total in a non-equilibrium geometry (wB97M-V/def2-TZVPD).

Total charge = -1
E_tot = -97383.13118 eV
E_HOMO = -0.2156 Eh
Spin multiplicity = 1

```
108
C32H45O31 (wB97M-V/def2-TZVPD)
C 0.582 -0.314 -0.571
C -0.705 0.078 0.064
O -1.836 0.277 -0.677
H 0.368 -1.193 -1.179
H 1.265 -0.630 0.217
H 0.984 0.501 -1.173
H -0.563 0.982 0.657
H -0.897 -0.713 0.790
C -3.770 -1.521 -2.739
C -4.351 -0.697 -3.866
O -4.330 -1.443 -5.064
C -3.789 -2.609 -4.696
O -3.326 -3.376 -5.474
O -3.820 -2.759 -3.380
H -4.474 -1.503 -1.908
H -2.782 -1.216 -2.392
H -3.766 0.219 -3.950
H -5.370 -0.369 -3.657
C -3.152 -1.205 3.182
C -2.249 0.063 3.410
O -3.085 0.992 4.081
C -4.336 0.461 4.140
O -5.292 0.977 4.650
O -4.422 -0.703 3.459
H -2.979 -1.846 4.047
H -3.133 -1.714 2.219
H -1.912 0.405 2.432
H -1.545 -0.278 4.169
C 3.211 4.274 -0.201
C 2.954 2.911 -0.798
O 3.896 2.131 -0.211
C 4.404 2.670 0.784
O 5.207 2.154 1.554
O 4.048 3.972 0.875
H 2.228 4.706 -0.014
H 3.766 4.884 -0.913
H 3.103 3.000 -1.874
H 1.910 2.642 -0.638
C 2.953 0.530 3.388
C 2.254 0.110 4.544
O 3.245 -0.580 5.323
C 4.282 -0.739 4.596
O 5.260 -1.339 4.988
O 4.188 -0.095 3.429
H 3.022 1.612 3.502
H 2.574 0.151 2.439
H 1.455 -0.516 4.145
H 1.903 1.040 4.989
C 5.949 -1.705 0.181
C 4.756 -1.898 1.114
O 4.139 -3.028 0.583
C 5.094 -3.774 -0.168
O 4.929 -4.842 -0.692
O 6.155 -3.034 -0.265
H 6.811 -1.342 0.742
H 5.684 -1.017 -0.622
H 4.079 -1.057 0.967
H 5.060 -1.999 2.156
C -5.328 0.330 -0.080
C -5.939 1.270 0.885
O -7.200 0.694 1.059
C -7.479 -0.108 0.036
O -8.629 -0.365 -0.340
O -6.459 -0.179 -0.751
H -4.641 -0.282 0.505
H -4.701 0.916 -0.753
H -6.013 2.241 0.395
H -5.373 1.387 1.809
C -0.692 0.162 -4.117
C -0.678 1.658 -3.789
O -0.569 2.272 -5.057
C -1.078 1.531 -5.953
O -1.491 2.005 -7.075
O -1.125 0.300 -5.503
H -1.332 -0.459 -3.491
H 0.319 -0.243 -4.086
H 0.228 1.779 -3.195
H -1.562 1.887 -3.194
C -1.454 3.696 0.286
C -2.899 3.293 0.689
O -3.097 4.275 1.626
C -2.368 5.412 1.300
O -2.573 6.526 1.868
O -1.435 5.121 0.450
H -1.105 3.301 -0.668
H -0.770 3.148 0.934
H -2.712 2.321 1.147
H -3.614 3.249 -0.132
C 3.057 -1.475 -2.937
C 4.341 -2.092 -3.559
O 5.172 -0.997 -3.667
C 4.742 -0.043 -2.851
O 5.371 0.977 -2.566
O 3.544 -0.362 -2.251
H 2.651 -2.269 -2.310
H 2.246 -1.423 -3.664
H 4.153 -2.560 -4.526
H 4.781 -2.880 -2.948
C -0.054 -3.927 1.935
C 1.359 -3.405 1.983
O 1.555 -3.060 3.356
C 0.384 -3.014 4.019
O 0.200 -2.692 5.153
O -0.513 -3.498 3.221
H -0.198 -5.007 1.963
H -0.581 -3.533 1.066
H 1.560 -2.493 1.421
H 2.165 -4.069 1.670
```

Among the records above, which one has the highest spin multiplicity? C32H44CrN7O12P3

Number 5 is which compound? C32H45O31